one | The following is a DFT calculation (ωB97M-V/def2-TZVPD) of a molecular structure, C6H8N3O2P3.

CARTESIAN COORDINATES (ANGSTROEM)
H (2.589, 0.413, -4.538)
P (2.937, -0.156, -3.299)
N (1.724, 1.358, -0.600)
C (-1.738, -1.921, 2.000)
C (-1.709, 0.638, 0.945)
H (-2.972, 1.168, 2.580)
P (3.502, 1.974, -1.355)
H (1.077, 2.256, 0.976)
N (1.331, -0.022, -2.650)
H (-1.680, 1.632, 0.522)
H (0.692, -0.679, -3.091)
C (-1.013, -1.662, 0.849)
C (-2.428, 0.372, 2.094)
O (1.722, 1.553, 0.812)
P (1.305, -0.270, -0.945)
H (-0.448, -2.440, 0.355)
C (-1.002, -0.380, 0.317)
C (-2.444, -0.908, 2.624)
O (-0.326, -0.097, -0.843)
H (-1.748, -2.920, 2.410)
H (-3.006, -1.115, 3.522)
N (3.634, 1.206, -2.685)

Calculated values
Kohn-Sham gap (eV): 7.9
Molar mass (u): 247.071
LUMO energy (eV): -0.65
HOMO energy (Eh): -0.316

Atom charges from the natural (NBO) analysis, given in e for atoms 1 to 4: number 1, H, carries -0.060; number 2, P, carries 0.983; number 3, N, carries -0.751; number 4, C, carries -0.192

two | The following is a DFT calculation (ωB97M-V/def2-TZVPD) of a single C6H8N3O2P3 molecule.

CARTESIAN COORDINATES (ANGSTROEM)
H (1.515, -0.318, 2.916)
H (0.111, -1.344, -1.701)
H (-2.292, 2.342, -2.448)
C (-1.279, 2.205, -0.674)
C (0.174, 0.323, -0.433)
C (-1.761, 1.617, -1.820)
P (1.820, -0.499, 0.595)
P (-0.557, -1.285, 2.445)
N (0.967, -0.440, 2.060)
N (1.631, -2.177, 0.013)
O (0.223, 2.072, 1.158)
H (-1.878, -0.179, -2.996)
C (-0.302, -0.299, -1.496)
H (-1.402, 3.322, -0.499)
N (-0.729, -2.383, 1.168)
C (-1.341, 0.371, -2.237)
P (0.170, -3.035, 0.066)
H (2.629, -2.399, -0.311)
H (-1.620, -0.480, 1.970)
C (-0.249, 1.558, 0.036)
H (0.860, 1.379, 1.384)
O (3.312, -0.349, 0.805)

Calculated values
Kohn-Sham gap (eV): 8.5
Molar mass (u): 247.071
LUMO energy (eV): -0.32
HOMO energy (Eh): -0.323

Atom charges from the natural (NBO) analysis, given in e for atoms 1 to 4: number 1, H, carries 0.435; number 2, H, carries 0.227; number 3, H, carries 0.224; number 4, C, carries -0.269

Which of them is the most stable, and which is the least stable? two and one, in that order.

one | The following is a DFT calculation (ωB97M-V/def2-TZVPD) of 8 unconnected molecules or ions with the total composition C48H120N8.

CARTESIAN COORDINATES (ANGSTROEM)
H (-2.609, -7.683, 1.696)
C (5.976, -3.787, -4.249)
N (-6.475, -0.782, 2.032)
H (1.147, 5.305, 2.540)
C (-4.743, 2.503, 1.857)
H (-0.139, 2.090, -2.464)
H (3.397, 0.525, 0.010)
H (-3.774, -4.640, -0.318)
H (-1.425, 2.496, -1.308)
H (1.458, 5.666, -1.668)
C (0.131, 5.517, 0.710)
C (-4.176, 4.340, 3.386)
H (-4.354, -0.834, 2.481)
N (-4.813, 3.953, 2.166)
H (-4.198, -3.189, 0.544)
H (-8.355, -2.700, 1.936)
C (-1.495, 1.094, -5.962)
H (6.961, -0.374, 0.808)
H (7.186, 1.913, 0.730)
C (1.173, -2.095, -4.442)
H (5.654, -1.494, -5.480)
H (-3.752, -5.576, 1.585)
C (-3.192, -1.205, -3.603)
C (0.128, 5.523, 2.226)
H (5.408, 0.663, -4.569)
H (-5.171, 1.962, 2.671)
H (3.343, 4.847, -0.487)
C (5.201, -0.146, -3.906)
H (2.132, -2.347, 1.044)
H (3.764, 1.051, 2.387)
H (4.961, -0.872, 4.429)
H (0.609, -2.874, -3.921)
H (-1.734, -5.541, 4.603)
H (5.184, -2.219, 1.773)
H (5.506, 0.166, -2.909)
H (-0.676, -4.444, 5.270)
H (-0.348, 6.481, 2.657)
C (6.699, 1.520, 1.667)
C (-2.055, -3.819, 0.895)
H (3.251, 2.153, -0.706)
H (-2.467, 1.351, -5.411)
N (-2.372, -4.321, 2.314)
C (0.939, 6.535, -1.329)
H (5.339, -1.574, -1.836)
H (-3.395, -5.857, 3.263)
H (-2.096, -0.990, -6.191)
N (0.911, 0.141, -0.709)
C (-4.553, 4.780, 1.060)
H (-6.591, -2.344, 0.535)
H (-7.349, -2.925, 3.436)
H (7.491, 1.302, 2.379)
H (0.347, 4.480, 0.443)
H (-0.264, -4.294, 2.730)
H (1.448, -2.543, -0.541)
H (7.996, -2.348, 2.788)
C (1.319, -0.598, 0.428)
N (6.112, -0.639, 2.670)
C (-6.601, -1.273, 0.619)
H (1.084, -2.438, -5.490)
H (-6.572, 4.493, 0.418)
C (5.065, -0.195, 3.583)
H (-1.422, -4.598, 0.373)
C (-1.794, -1.705, -3.809)
H (-1.415, -6.746, 1.061)
C (7.265, -2.704, 2.088)
C (-2.925, -5.637, 2.286)
C (0.215, 1.389, -0.410)
C (5.805, -1.440, -4.382)
C (2.995, 5.064, 0.521)
H (2.536, 7.898, -1.758)
H (-4.571, -0.807, 0.068)
H (3.011, -1.652, -0.401)
H (-6.065, -1.671, 4.811)
H (7.682, -2.461, 1.075)
H (-1.311, 0.771, -1.843)
H (-1.439, -7.133, 2.797)
H (-8.468, -0.406, 2.215)
C (5.785, -2.463, -2.270)
H (0.928, -0.032, -4.839)
C (6.212, 0.092, 1.390)
H (-2.261, -3.860, 5.005)
H (-5.485, -0.009, 4.491)
C (-0.752, 1.677, -1.575)
H (-3.119, -3.157, -0.862)
C (2.068, 0.491, -1.572)
H (2.346, 4.235, 0.764)
H (6.927, -3.646, -4.805)
C (5.451, -3.625, -1.368)
C (-2.022, -6.844, 1.924)
H (4.658, -3.861, -5.921)
H (-3.129, -0.351, -2.856)
H (1.681, 1.184, -2.361)
H (4.135, -4.955, -4.600)
H (3.049, 7.252, 0.166)
H (-1.831, -2.679, -4.328)
H (-4.524, 5.356, 3.508)
H (3.044, 0.244, 3.696)
H (-5.457, 5.411, -0.810)
N (1.024, 6.553, 0.129)
H (0.635, -0.421, -3.148)
C (-4.576, 3.557, 4.608)
H (5.510, 0.723, 3.975)
H (-4.531, 5.819, 1.428)
H (6.228, -4.474, -3.448)
C (-5.578, -0.688, -0.330)
H (-3.523, 4.622, 0.622)
H (3.434, -0.689, 2.176)
H (-5.713, 0.392, -0.610)
H (6.887, -1.313, -4.278)
H (-5.605, 3.765, 4.931)
C (1.450, 7.772, -1.972)
H (-7.592, -0.990, 0.271)
H (-0.559, 4.742, 2.519)
H (4.105, -0.269, -3.880)
H (-1.438, -1.962, -2.797)
H (7.210, -3.736, 2.194)
H (3.804, 4.924, 1.210)
C (-3.390, 2.006, 1.451)
C (-5.358, -1.049, 4.279)
C (-3.315, -3.678, 0.067)
H (6.201, -4.446, -1.514)
C (6.001, -2.094, 2.501)
H (1.204, 7.651, -3.021)
H (-1.578, -2.821, 0.921)
C (-1.471, -4.500, 4.527)
H (1.943, 0.080, 1.073)
C (3.748, 0.103, 2.909)
H (5.941, 2.165, 2.119)
C (-7.684, -0.866, 2.743)
H (-5.719, -1.297, -1.244)
H (0.940, 2.228, -0.145)
H (-5.165, -2.383, 2.509)
H (5.287, 0.094, 0.771)
H (-1.158, -2.902, 3.222)
C (2.409, 6.504, 0.677)
H (4.453, -4.044, -1.656)
C (5.022, -4.541, -5.133)
H (-3.532, -0.787, -4.539)
H (-5.392, 3.695, -0.552)
H (-4.390, -1.393, 4.679)
H (5.358, -3.372, -0.298)
H (4.306, 0.863, -1.395)
H (-9.012, -2.252, 3.556)
C (3.306, 1.037, -0.918)
H (-5.423, 2.291, 1.040)
H (-7.686, -0.388, 3.736)
H (-3.029, 4.334, 3.255)
H (2.389, 6.789, 1.758)
H (-0.862, 5.660, 0.388)
H (-1.588, 1.252, -7.079)
C (-5.550, 4.632, -0.047)
C (-1.270, -4.015, 3.163)
C (-8.124, -2.272, 2.880)
N (5.389, -2.568, -3.608)
H (-3.832, 3.909, 5.360)
H (-0.400, 1.309, 0.509)
H (5.531, -5.360, -5.581)
H (0.887, 8.655, -1.612)
C (0.456, -0.745, -4.197)
H (-2.982, 2.742, 0.687)
H (5.708, -2.548, 3.488)
H (-3.807, -2.027, -3.247)
H (-4.382, 2.516, 4.615)
H (-0.147, 6.440, -1.534)
H (-2.739, 2.193, 2.231)
H (2.198, -2.103, -4.080)
H (-3.380, 1.020, 0.961)
N (-0.955, -0.759, -4.450)
C (2.053, -1.833, 0.074)
H (6.909, -2.112, -2.278)
C (-1.243, -0.373, -5.815)
H (-0.425, -0.763, -6.532)
C (-5.306, -1.312, 2.774)
H (2.345, -0.417, -2.083)
H (0.400, -0.737, 0.974)
H (-0.638, 1.754, -5.673)

Calculated values
Kohn-Sham gap (eV): 8.3
Molar mass (u): 809.544
LUMO energy (eV): 0.58
HOMO energy (Eh): -0.286

Atom charges from the Mulliken analysis, given in e for atoms 1 to 4: number 1, H, carries 0.471; number 2, C, carries -0.427; number 3, N, carries 0.455; number 4, H, carries 0.374

two | The following is a DFT calculation (ωB97M-V/def2-TZVPD) of 8 unconnected molecules or ions with the total composition C48H120N8.

CARTESIAN COORDINATES (ANGSTROEM)
C (-5.549, 33.979, 17.463)
H (-6.640, 37.791, 18.517)
H (-5.519, 26.781, 25.226)
H (0.782, 35.140, 24.821)
C (1.245, 39.175, 27.599)
C (-7.376, 27.028, 18.692)
C (-0.156, 36.047, 16.318)
H (-1.555, 32.325, 16.873)
N (1.626, 37.403, 25.864)
C (-4.604, 28.212, 26.372)
C (-2.502, 29.111, 22.388)
H (2.696, 37.087, 27.592)
H (0.388, 38.654, 28.029)
C (-7.349, 26.670, 29.171)
H (4.094, 36.980, 24.903)
H (-6.075, 25.533, 27.853)
C (-8.199, 28.096, 21.257)
H (-0.557, 33.019, 18.108)
H (-2.787, 28.544, 23.276)
H (-0.465, 33.747, 15.151)
H (0.557, 37.418, 24.078)
H (3.071, 35.452, 20.673)
H (-0.487, 27.364, 20.281)
H (1.193, 37.538, 17.236)
H (4.097, 35.786, 17.828)
H (2.035, 35.988, 19.340)
C (2.657, 36.228, 15.507)
H (1.488, 34.719, 14.480)
C (-8.171, 29.548, 20.756)
H (-4.802, 29.084, 27.006)
H (-8.263, 26.445, 18.932)
H (-2.680, 27.159, 15.309)
H (-6.947, 25.107, 25.013)
H (4.844, 34.815, 19.135)
H (1.229, 35.439, 23.133)
H (-0.729, 25.500, 17.864)
H (5.131, 39.533, 20.684)
C (2.727, 38.155, 20.802)
H (-2.948, 33.100, 22.469)
H (-3.906, 28.465, 25.579)
H (-6.872, 26.503, 17.873)
C (-1.025, 33.246, 17.148)
H (-8.684, 24.899, 25.111)
H (-3.914, 32.841, 21.026)
H (0.692, 28.183, 16.854)
C (-2.888, 32.743, 21.448)
H (-4.110, 27.501, 27.039)
H (0.607, 39.233, 25.554)
C (5.528, 38.767, 20.018)
H (-0.431, 27.491, 15.672)
H (-0.057, 36.855, 18.313)
H (2.481, 35.099, 24.342)
H (-2.404, 33.661, 19.556)
C (-4.988, 35.532, 15.579)
C (-7.800, 25.203, 25.681)
C (0.027, 33.672, 16.143)
H (-0.437, 29.913, 15.276)
H (-5.551, 25.659, 22.604)
H (-7.833, 29.660, 19.723)
C (-6.372, 26.589, 28.011)
H (-6.936, 34.115, 19.167)
H (1.021, 40.244, 27.668)
H (-7.735, 24.508, 26.518)
H (-7.447, 27.689, 29.554)
H (-0.121, 36.511, 15.313)
H (-0.656, 30.213, 17.001)
H (0.782, 38.153, 19.895)
C (-2.781, 26.521, 16.184)
C (-0.868, 29.505, 16.191)
C (-5.934, 27.775, 22.184)
H (-4.501, 29.934, 20.014)
H (-1.845, 31.311, 19.338)
H (2.145, 39.018, 28.189)
C (0.178, 37.176, 17.297)
H (5.111, 37.114, 21.303)
C (-6.011, 36.955, 18.209)
H (-0.987, 33.376, 20.644)
H (-1.851, 33.946, 17.289)
C (2.707, 36.754, 26.552)
H (2.295, 39.441, 25.775)
H (2.738, 36.578, 16.532)
C (-5.010, 26.581, 22.409)
C (-6.747, 36.074, 17.194)
H (4.365, 38.088, 26.198)
H (3.648, 36.088, 15.083)
H (0.747, 32.855, 16.041)
C (-0.442, 26.462, 18.319)
H (-0.526, 37.997, 17.108)
H (-1.853, 26.324, 19.899)
H (-8.340, 27.308, 25.410)
C (-3.853, 30.619, 19.457)
H (3.319, 34.330, 18.354)
N (-5.962, 35.032, 16.575)
H (-4.621, 33.639, 14.639)
H (-3.791, 26.119, 16.249)
H (-5.569, 35.913, 14.737)
H (5.450, 39.091, 18.981)
H (-5.612, 27.918, 19.563)
H (-6.301, 28.413, 25.202)
H (-4.313, 26.762, 23.226)
H (-7.575, 30.204, 21.394)
C (-2.456, 27.353, 17.430)
H (-8.808, 26.620, 26.937)
H (-3.536, 33.969, 15.933)
C (4.088, 37.049, 25.998)
H (0.786, 38.393, 21.604)
N (-1.086, 27.592, 17.684)
H (-8.546, 28.099, 22.287)
H (-5.456, 27.099, 28.298)
C (3.910, 35.173, 18.717)
C (-2.460, 30.762, 20.058)
H (-6.516, 28.059, 23.061)
C (1.257, 37.801, 20.809)
H (-4.661, 34.205, 18.098)
C (-8.007, 26.622, 26.195)
H (-4.341, 31.590, 19.439)
H (-1.955, 29.804, 20.167)
H (-5.773, 36.350, 19.083)
N (3.555, 37.318, 19.920)
H (2.542, 34.148, 15.810)
H (-1.952, 29.526, 16.057)
C (3.064, 35.980, 19.684)
H (-2.971, 26.941, 18.307)
H (-4.372, 36.333, 16.028)
H (-8.879, 27.540, 20.613)
C (-2.034, 33.682, 20.578)
C (-0.771, 26.427, 19.795)
H (-1.193, 35.733, 16.430)
C (-4.044, 34.452, 15.102)
H (-4.499, 26.504, 21.449)
H (-7.006, 26.036, 29.993)
C (-6.657, 33.439, 18.359)
H (-2.519, 30.982, 23.413)
H (-5.791, 26.232, 19.859)
N (0.748, 34.916, 16.442)
H (-6.307, 32.501, 18.799)
H (2.831, 39.211, 20.554)
H (-3.079, 28.664, 21.572)
N (-6.923, 27.383, 21.165)
C (4.933, 37.409, 20.235)
H (-5.220, 33.126, 16.861)
H (-7.551, 33.188, 17.784)
C (1.436, 38.811, 26.128)
H (-5.399, 28.688, 21.865)
H (-8.364, 26.350, 28.930)
C (-5.879, 27.632, 25.836)
C (-0.354, 28.144, 16.562)
H (5.519, 36.687, 19.672)
H (-0.280, 25.645, 20.377)
C (1.525, 35.594, 24.166)
H (-5.127, 37.392, 17.752)
H (2.271, 37.671, 23.864)
H (2.157, 37.005, 14.924)
H (-7.235, 36.683, 16.417)
H (2.482, 35.688, 26.613)
C (1.860, 34.941, 15.493)
N (-6.847, 27.241, 26.820)
H (3.140, 37.975, 21.823)
H (-3.073, 28.262, 17.357)
N (-2.428, 31.391, 21.377)
C (-6.380, 27.159, 19.846)
H (-3.334, 34.818, 14.366)
H (-7.671, 27.979, 18.247)
H (-1.439, 28.930, 22.235)
H (1.012, 36.770, 21.023)
H (6.599, 38.691, 20.240)
H (-7.634, 35.611, 17.639)
H (-9.195, 29.947, 20.734)
C (1.538, 37.092, 24.454)
H (-2.111, 25.663, 16.106)
H (-2.099, 34.708, 20.946)
H (-4.024, 30.647, 22.515)
H (0.644, 26.555, 18.271)
C (-2.919, 30.571, 22.479)
H (-3.757, 30.184, 18.458)
H (4.875, 36.388, 26.355)

Calculated values
Kohn-Sham gap (eV): 8.6
Molar mass (u): 809.544
LUMO energy (eV): 0.68
HOMO energy (Eh): -0.290

Atom charges from the Mulliken analysis, given in e for atoms 1 to 4: number 1, C, carries -0.481; number 2, H, carries 0.392; number 3, H, carries 0.217; number 4, H, carries 0.372

Which of them is the most stable, and which is the least stable? two and one, in that order.